(1)
C24H25IrN3O4 | ωB97M-V/def2-TZVPD

The geometry in XYZ format:
```
57
Properties=species:S:1:pos:R:3:lowdin_charge:R:1
Ir -0.494 0.009 0.137 1.390
O 6.007 -2.706 1.393 0.150
O 1.878 1.493 3.237 0.130
O 0.589 0.548 1.696 -0.226
O 4.238 -2.852 -0.050 0.136
N -0.155 1.803 -0.877 -0.347
N -1.367 -0.555 -1.353 -0.088
N -1.357 -1.622 1.125 -0.344
C 1.244 2.292 -0.820 -0.043
C 5.075 -1.860 1.773 -0.147
C -0.788 2.138 -4.564 -0.021
C -3.521 -3.611 -1.913 -0.032
C -3.405 -4.202 -0.667 -0.023
C -1.221 0.293 -2.503 -0.167
C 2.822 -0.305 2.072 -0.046
C -2.671 -3.564 0.324 0.000
C 1.679 0.660 2.388 -0.566
C -0.437 -2.463 1.922 -0.051
C 5.071 -0.987 2.852 0.082
C 3.939 -0.224 2.975 0.080
C -1.052 2.823 -0.251 -0.033
C -1.540 -0.021 -3.821 0.008
C 2.821 -1.174 1.007 0.078
C -2.888 -2.407 -2.186 0.011
C 5.545 -3.381 0.219 -0.016
C -2.048 -2.364 0.061 -0.203
C -2.127 -1.766 -1.212 -0.165
C -0.592 1.525 -2.251 -0.203
C 3.970 -1.946 0.874 -0.142
C -2.387 -1.030 2.039 -0.035
C -0.405 2.440 -3.265 0.002
C -1.335 0.897 -4.841 -0.032
H 5.474 -4.449 0.415 0.170
H 1.513 2.421 0.226 0.088
H -4.108 -4.084 -2.688 0.125
H 3.848 0.493 3.781 0.142
H -1.890 -0.353 2.732 0.095
H -3.033 -1.990 -3.163 0.096
H -1.597 0.627 -5.855 0.125
H -0.634 2.862 -5.352 0.126
H -2.612 -4.008 1.309 0.124
H -0.901 3.794 -0.726 0.107
H -3.897 -5.140 -0.454 0.126
H 0.050 3.400 -3.057 0.126
H 2.014 -1.286 0.291 0.107
H 6.208 -3.158 -0.615 0.171
H -2.889 -1.824 2.595 0.106
H -0.983 -3.212 2.496 0.098
H 1.903 1.566 -1.292 0.104
H 0.097 -1.819 2.615 0.087
H 0.263 -2.963 1.256 0.099
H -0.807 2.894 0.807 0.096
H -2.090 2.521 -0.373 0.100
H 1.345 3.253 -1.323 0.097
H -1.909 -0.990 -4.096 0.097
H 5.904 -0.919 3.537 0.150
H -3.120 -0.482 1.453 0.101
```

Calculated values
orbital gap (alpha / beta): 6.90 / 5.39 eV
2S+1: 2
highest occupied orbital energy (alpha / beta): -0.53026 / -0.52967 Ha
lowest unoccupied orbital energy (alpha / beta): -7.5 / -9.0 eV
total charge: +2


(2)
C24H25N10O2PtS3 | ωB97M-V/def2-TZVPD

The geometry in XYZ format:
```
65
Properties=species:S:1:pos:R:3:lowdin_charge:R:1
Pt 0.950 -0.956 -0.828 0.968
S -4.574 2.705 -1.194 0.965
S -5.149 -0.116 -0.405 0.891
S -1.239 -1.742 -0.968 0.656
O 0.274 1.072 -0.738 -0.290
O -1.902 4.619 -0.047 0.046
N 2.952 -0.464 -0.499 0.014
N 6.910 -0.051 -0.837 0.193
N 4.894 0.879 -0.292 0.191
N 1.785 -2.749 -1.076 -0.084
N 2.837 1.714 0.233 0.214
N -1.930 2.016 -0.639 -0.011
N -2.715 0.937 -0.406 -0.119
N -2.209 -1.254 1.460 0.142
N 5.080 -1.427 -0.807 0.191
N -0.405 -2.717 1.403 0.110
C 5.599 -0.187 -0.642 -0.425
C -0.123 5.810 -0.952 -0.010
C 1.130 3.488 -1.753 -0.061
C 0.349 -3.948 3.320 -0.007
C -0.632 2.018 -0.780 -0.378
C -6.315 2.242 -0.948 -0.519
C -0.085 3.385 -1.064 -0.078
C -2.364 -1.393 2.803 -0.226
C -3.944 1.145 -0.645 -0.905
C -1.252 -1.905 0.769 -0.692
C 1.788 -5.118 -1.336 -0.016
C 3.578 0.716 -0.206 -0.412
C -1.544 -2.272 3.444 0.049
C 1.079 5.876 -1.623 -0.078
C 3.127 -2.788 -0.950 -0.186
C 1.711 4.707 -2.034 -0.096
C -0.551 -2.933 2.705 -0.277
C 3.781 -1.494 -0.743 -0.289
C 1.135 -3.903 -1.262 -0.120
C -6.460 0.777 -1.295 -0.513
C 3.166 -5.159 -1.199 -0.019
C -0.731 4.582 -0.683 -0.274
C 3.841 -3.971 -1.000 0.021
C -3.427 -0.573 3.448 0.014
H -6.919 2.873 -1.597 0.083
H 1.821 1.644 0.152 0.070
H -3.455 -0.756 4.519 0.093
H 7.346 0.850 -0.751 0.120
H 1.358 -3.849 2.923 0.089
H -0.640 6.707 -0.637 0.120
H 0.064 -3.843 -1.364 0.051
H -3.236 0.488 3.278 0.106
H -6.319 0.597 -2.359 0.080
H -4.401 -0.813 3.023 0.094
H -7.419 0.372 -0.976 0.082
H 1.519 6.840 -1.843 0.107
H 1.583 2.579 -2.111 0.105
H 0.366 -3.867 4.405 0.086
H -2.256 3.697 -0.085 0.042
H -6.577 2.427 0.093 0.077
H 7.453 -0.861 -1.074 0.116
H 3.695 -6.101 -1.251 0.123
H -0.014 -4.943 3.054 0.101
H 4.913 -3.917 -0.880 0.122
H 2.641 4.754 -2.586 0.100
H 3.275 2.604 0.396 0.130
H -1.648 -2.446 4.505 0.131
H 1.216 -6.017 -1.513 0.121
H -2.777 -0.586 0.945 0.074
```

Calculated values
orbital gap: 6.31 eV
2S+1: 1
highest occupied orbital energy: -0.35676 Ha
lowest unoccupied orbital energy: -3.4 eV
total charge: +1
ΔE to the lowest compared entry with this formula, charge and spin: 0.86 kcal per mole


What are the total energy values for these records? In order: -1498.50869, -2941.42337 Eh.